Formula: C3H2ClF3
Source: the OMol25 dataset
Level of theory: the ωB97M-V functional and the def2-TZVPD basis

```
9
Properties=species:S:1:pos:R:3:nbo_charge:R:1
C 1.5795 0.1774 -0.6611 -0.60
C 0.7561 0.7152 0.1970 0.46
C -1.3850 -0.5446 0.4090 0.59
F 0.6607 1.8349 0.9018 -0.31
F -1.2505 -1.5410 1.2892 -0.32
F -1.2799 -1.1537 -0.7867 -0.34
Cl -2.7709 0.4319 0.5755 0.04
H 2.5764 0.6303 -0.7331 0.24
H 1.1135 -0.5503 -1.1916 0.25
```

Computed properties:
Energy above the lowest of the compared OMol25 structures with the same formula, charge and spin in eV: 3.686
Kohn-Sham gap (spin up / spin down) in eV: 9.02 / 8.96
HOMO energy (spin up / spin down) in eV: -9.379 / -9.404
Multiplicity: 1
Total energy in hartree: -875.13404

Formula: C4H13N3O
Source: the OMol25 dataset
Level of theory: the ωB97M-V functional and the def2-TZVPD basis

```
21
Properties=species:S:1:pos:R:3:nbo_charge:R:1
H 1.1273 -0.7794 -1.4350 0.34
N 0.4547 -1.3137 -0.8878 -0.75
C 0.5096 -1.0496 0.3615 0.46
C -0.4051 -1.7990 1.2842 -0.68
N 1.3349 -0.1074 0.9000 -0.62
C 1.2720 0.3629 2.2629 -0.41
H -1.0692 -1.1159 1.8116 0.22
H -0.9940 -2.4984 0.6991 0.24
H 0.1726 -2.3568 2.0203 0.22
H 1.6513 0.5807 0.2210 0.40
H 2.1779 0.9225 2.4822 0.21
H 1.2088 -0.4794 2.9538 0.20
H 0.4124 1.0216 2.4383 0.18
C -1.5021 0.4973 -2.2538 -0.48
N -1.1241 1.7546 -1.6811 -0.33
O 0.3310 1.7548 -1.2324 -0.65
H -2.5876 0.4085 -2.2443 0.21
H -1.1194 0.4453 -3.2756 0.18
H -1.0267 -0.4015 -1.7227 0.25
H -1.5849 1.8724 -0.7768 0.34
H 0.7606 2.2806 -1.9253 0.47
```

Computed properties:
Energy above the lowest of the compared OMol25 structures with the same formula, charge and spin in eV: 3.219
Kohn-Sham gap in eV: 9.22
HOMO energy in eV: -8.407
Structure (SMILES): [H]/N=C(/C)NC.CNO
Multiplicity: 1
Total energy in hartree: -399.62897